# C5H10N2

C5H10N2 in the gas phase at a distorted geometry (ωB97M-V/def2-TZVPD, the OMol25 dataset).

- Gap between HOMO and LUMO: 9.421 eV
- Lowest unoccupied orbital energy: 1.08 eV
- E: -305.92137 hartree
- HOMO level: -8.3 eV
- SMILES string: C=NC(=C)CCN
- Relative energy (zero: lowest compared OMol25 entry of this formula, charge and spin): 64.3 kcal per mole

Last column: natural (NBO) charge in e.
Positions of all 17 atoms, in Å:
C (1.012, 0.149, 1.947)  -0.0025
N (-0.175, -0.185, 1.717)  -0.4329
C (-0.580, -0.833, 0.514)  0.1794
C (-0.455, -2.165, 0.498)  -0.4893
C (-1.073, 0.013, -0.621)  -0.4802
C (-0.349, 1.305, -0.922)  -0.2166
N (1.028, 1.146, -1.270)  -0.8898
H (1.683, 0.574, 1.189)  0.1475
H (1.399, 0.141, 2.967)  0.1620
H (-0.345, -2.489, -0.532)  0.2043
H (-0.453, -2.790, 1.372)  0.2207
H (-1.185, -0.632, -1.508)  0.2203
H (-2.162, 0.037, -0.468)  0.2410
H (-0.960, 1.851, -1.638)  0.2059
H (-0.367, 1.919, -0.015)  0.1754
H (1.651, 0.378, -1.103)  0.3830
H (1.331, 1.580, -2.126)  0.3719